C21H40Cl3N4O4PdSi as an isolated structure. Source: the Open Molecules 2025 dataset; level of theory: ωB97M-V/def2-TZVPD.

Frontier orbital gap (alpha / beta) (eV): 4.9 / 5.0
E_LUMO (alpha / beta) (eV): 2.492 / 1.961
Energy above the lowest of the compared OMol25 structures with the same formula, charge and spin (eV): 2.178
E (a.u.): -3142.1118
Strongest force on any atom (eV/A): 3.98

```
! wB97M-V def2-TZVPD RIJCOSX def2/J DEFGRID3
* xyz -1 3
C 2.23828 -1.69969 -4.22228
C 1.27607 -0.74549 -3.54402
H 2.00212 -1.80880 -5.28182
H 2.20093 -2.68852 -3.78156
H 3.27861 -1.35060 -4.17675
C 0.63400 0.18684 -4.31029
C 0.68485 0.27872 -5.77784
H 0.08164 0.98596 -3.86842
H 0.26977 -0.59633 -6.27845
H 1.70744 0.39462 -6.13735
H 0.12874 1.14841 -6.12247
Pd 0.14043 -0.96771 2.78715
Cl 2.36169 -0.38218 3.30755
Cl -0.73224 -3.55180 2.14965
C 0.24045 2.04963 2.30812
O -0.78594 1.33442 2.43129
N 0.12266 3.38152 2.51823
C -1.19289 3.96230 2.53556
C 1.28213 4.22700 2.65815
H 1.24651 1.68599 2.08751
H -1.91389 3.26699 2.97639
H -1.52261 4.22126 1.52178
H -1.13227 4.87457 3.12525
H 2.12384 3.62761 3.03517
H 1.02913 5.02050 3.36750
H 1.56506 4.67677 1.69707
H -2.33727 -1.98213 -2.05486
H -2.88523 0.81555 -3.09163
C -3.30494 -1.53032 -1.84203
C -3.49198 0.86452 -2.16856
N -3.08152 -0.21391 -1.28747
H -3.86062 -2.17090 -1.14896
C -2.97093 -0.04853 0.07717
O -3.34090 -0.87828 0.91935
H -3.33945 1.83468 -1.68090
H -2.47500 0.90096 0.34203
H -3.82403 -1.45698 -2.80250
H -4.55176 0.74160 -2.45632
O 0.65720 -1.41079 -2.13477
C 1.59850 -0.40928 -2.06864
C -0.10220 1.40165 -1.66187
C 1.23408 0.93559 -1.57872
H -0.88744 0.70356 -2.02648
C -0.41797 2.73317 -1.36873
H 2.57860 -0.78740 -1.69082
C 2.21063 1.82389 -1.08178
H -1.45507 3.09400 -1.51750
C 0.57634 3.61290 -0.91912
C 1.87792 3.14067 -0.74743
H 3.23559 1.45943 -0.98472
H 0.31170 4.65434 -0.69272
H 2.65764 3.81790 -0.37998
Si 0.28171 -3.65858 0.21624
Cl 0.40451 -0.35112 0.74896
C -1.37544 -3.57661 -0.62197
C 1.95774 -3.36421 1.13747
C 0.80694 -5.29410 -0.48473
H -2.11698 -2.96256 -0.10246
H -1.74962 -4.60780 -0.61465
H -1.26181 -3.27099 -1.65946
H 0.09427 -5.64236 -1.23835
H 0.83854 -5.95925 0.37783
H 1.80192 -5.17035 -0.93625
H 1.96358 -2.61740 1.94341
H 2.77079 -3.10875 0.44973
H 2.20127 -4.33486 1.60058
N 1.28259 0.38396 6.04219
C 0.09689 -0.22073 5.88257
N -0.77967 -0.00454 6.91150
O -0.24653 -1.03391 4.97897
H 1.38544 1.19116 6.63245
H 2.03308 0.16938 5.35236
H -1.66347 -0.50345 6.86249
H -0.67216 0.75923 7.56399
*
```

Population analysis type Löwdin, resulting atomic charges in e: -0.018 -0.292 0.064 0.083 0.093 -0.071 -0.103 0.086 0.079 0.080 0.071 0.131 -0.097 0.263 -0.376 -0.167 -0.201 -0.059 -0.064 0.040 0.088 0.082 0.073 0.097 0.078 0.064 0.048 0.084 -0.071 -0.089 -0.200 0.092 -0.313 -0.002 0.074 0.116 0.083 0.087 -0.047 -0.331 -0.110 -0.282 0.097 -0.085 0.163 -0.040 0.094 -0.120 -0.109 0.115 0.097 0.097 0.264 0.271 -0.278 -0.289 -0.235 -0.005 0.041 0.008 0.015 0.031 0.029 -0.078 0.017 0.028 0.119 -0.649 0.125 -0.124 0.088 -0.038 0.105 0.085

***

An isolated ion of composition C21H40F5N4O6 and charge +1. Source: the Open Molecules 2025 dataset; level of theory: ωB97M-V/def2-TZVPD.

Frontier orbital gap (eV): 8.1
E_LUMO (eV): -3.415
Energy above the lowest of the compared OMol25 structures with the same formula, charge and spin (eV): 0.000
E (a.u.): -1993.6953
Strongest force on any atom (eV/A): 1.20

```
! wB97M-V def2-TZVPD RIJCOSX def2/J DEFGRID3
* xyz 1 1
C 5.66013 -1.59998 3.07335
C 5.21214 -1.62572 1.62846
O 6.15799 -0.91562 0.84974
C 5.81195 -0.73471 -0.50568
C 5.36520 0.68586 -0.77544
O 4.08754 0.97889 -0.21740
C 2.98419 0.65858 -1.01935
C 1.95864 -0.12628 -0.23164
O 1.49448 0.68552 0.83839
C 0.48685 0.15130 1.62280
N -0.81432 -0.05259 0.90687
C -1.35653 -1.43345 0.94247
C -0.54071 -2.36849 0.05375
O -1.09621 -3.67292 0.16333
C -2.23466 -3.90307 -0.59342
O -3.29643 -3.59350 -0.17526
C -1.98542 -4.56523 -1.91951
C -1.79362 -3.52964 -3.05601
C -1.74830 0.92098 1.15968
N -2.83130 0.62857 1.98335
C -2.59682 0.53857 3.38862
F -1.87841 -0.54935 3.67256
F -1.87412 1.59301 3.83275
C -3.94204 0.50881 4.16672
F -4.82926 -0.24845 3.52242
F -4.42198 1.75920 4.22730
F -3.75014 0.04271 5.38475
N -1.66382 2.07974 0.57566
C -0.66979 2.30129 -0.49981
C -1.12679 1.69027 -1.82246
O -0.09776 1.74554 -2.78772
C -2.55256 3.22038 0.89224
C -3.70236 3.42317 -0.09898
C -4.61728 2.21359 -0.33321
C -5.36525 2.31695 -1.66298
N -4.48842 1.92906 -2.76617
H 6.60038 -2.13532 3.20736
H 4.89856 -2.05749 3.70951
H 5.78982 -0.56525 3.39789
H 5.13746 -2.66115 1.26513
H 4.22318 -1.15474 1.52988
H 6.69598 -0.95917 -1.11194
H 5.01884 -1.44125 -0.79713
H 6.06522 1.37376 -0.29625
H 5.36677 0.89226 -1.85392
H 2.52885 1.59020 -1.39328
H 3.26618 0.05868 -1.89505
H 1.12852 -0.40901 -0.89489
H 2.42023 -1.04015 0.16548
H 0.35737 0.86690 2.43713
H 0.76279 -0.82098 2.04780
H -2.37583 -1.40443 0.55630
H -1.40010 -1.83780 1.95494
H -0.53613 -2.01687 -0.98423
H 0.49585 -2.44705 0.38379
H -2.86400 -5.17827 -2.12450
H -1.11932 -5.22119 -1.84148
H -2.08930 -2.52298 -2.74843
H -2.41963 -3.78983 -3.90865
H -0.75876 -3.48977 -3.39650
H -3.66863 1.15177 1.75126
H 0.28007 1.86722 -0.19181
H -0.53561 3.37899 -0.59409
H -1.98695 2.22620 -2.23012
H -1.41866 0.64446 -1.64741
H 0.76112 1.89178 -2.37358
H -1.90390 4.09643 0.90378
H -2.93806 3.09147 1.90405
H -3.33598 3.82199 -1.04862
H -4.30342 4.21948 0.35258
H -5.36226 2.15656 0.47024
H -4.06059 1.26564 -0.32111
H -6.28941 1.72996 -1.61220
H -5.64546 3.36572 -1.80748
H -4.02996 1.04859 -2.55584
H -5.00652 1.79657 -3.62587
*
```

Population analysis type Löwdin, resulting atomic charges in e: -0.067 -0.285 -0.135 -0.195 -0.168 -0.117 -0.194 -0.173 -0.113 -0.139 0.018 -0.104 -0.153 -0.015 -0.486 0.165 -0.125 -0.069 -0.266 0.210 -0.458 0.167 0.151 -0.551 0.192 0.177 0.218 0.052 -0.062 -0.223 -0.029 -0.097 -0.155 -0.200 -0.275 0.004 0.081 0.076 0.082 0.123 0.099 0.133 0.125 0.137 0.129 0.122 0.141 0.118 0.125 0.148 0.154 0.126 0.130 0.120 0.121 0.123 0.121 0.065 0.078 0.077 0.124 0.103 0.147 0.101 0.113 0.062 0.138 0.123 0.118 0.130 0.121 0.098 0.114 0.118 0.060 0.080